No. 1
A 3-piece molecular cluster, C35H50F6N2O8SSi overall at a distorted geometry. Source: OMol25; level of theory: wB97M-V/def2-TZVPD.

Computed properties:
SMILES: [H]/N=C/CN1c2cccc([Si](C)(C)C)c2Sc2c(OCCOCC)cc(CCO)c(CCOCC)c21.CCOC(=O)C(F)(F)F.CCOC(=O)C(F)(F)F
Frontier orbital gap, hartree: 0.29589
Total charge: 0
HOMO level, Eh: -0.28759

Last column: Löwdin charge in e.
Positions of all 103 atoms, in Å:
H 0.794 -5.438 2.630  0.044
N 0.187 -4.764 3.098  0.085
C -0.218 -3.883 2.276  -0.201
C -1.111 -2.778 2.836  -0.125
N -1.683 -1.843 1.844  -0.034
C -2.298 -2.512 0.739  -0.239
C -3.588 -2.999 0.942  -0.008
C -4.243 -3.618 -0.094  -0.083
C -3.680 -3.798 -1.349  -0.094
C -2.381 -3.352 -1.582  -0.255
Si -1.593 -3.584 -3.299  0.563
C -0.213 -4.889 -3.106  -0.177
C -2.944 -4.220 -4.487  -0.176
C -0.924 -1.998 -4.077  -0.196
C -1.737 -2.725 -0.511  -0.417
S -0.067 -2.129 -0.787  1.051
C -0.013 -0.741 0.344  -0.320
C 0.821 0.314 0.011  -0.305
O 1.501 0.222 -1.180  -0.086
C 2.905 0.455 -1.049  -0.133
C 3.578 -0.665 -0.208  -0.166
O 4.686 -1.170 -0.955  -0.160
C 5.804 -1.406 -0.099  -0.279
C 5.495 -2.417 1.030  -0.069
C 0.918 1.382 0.885  0.036
C 0.149 1.366 2.043  -0.142
C 0.226 2.550 3.019  -0.111
C 1.048 3.735 2.507  -0.269
O 0.795 4.937 3.230  -0.062
C -0.694 0.303 2.372  -0.099
C -1.485 0.332 3.670  -0.093
C -2.754 1.218 3.585  -0.214
O -3.864 0.367 3.389  -0.154
C -5.076 1.094 3.211  -0.248
C -6.012 0.245 2.316  -0.069
C -0.792 -0.786 1.483  -0.167
H 0.102 -3.903 1.226  0.083
H -1.925 -3.223 3.427  0.130
H -0.524 -2.196 3.558  0.122
H -4.083 -2.872 1.903  0.119
H -5.254 -3.994 0.076  0.108
H -4.282 -4.277 -2.117  0.090
H -0.245 -5.296 -2.085  0.026
H 0.789 -4.471 -3.255  0.027
H -0.454 -5.704 -3.801  0.022
H -3.955 -3.938 -4.178  0.019
H -2.808 -5.299 -4.627  0.028
H -2.776 -3.749 -5.468  0.029
H -1.691 -1.543 -4.725  0.028
H -0.619 -1.225 -3.364  -0.003
H -0.054 -2.189 -4.726  0.036
H 3.146 1.468 -0.703  0.119
H 3.320 0.362 -2.062  0.132
H 2.841 -1.477 -0.121  0.123
H 3.879 -0.235 0.756  0.128
H 6.656 -1.748 -0.699  0.109
H 6.086 -0.422 0.322  0.113
H 6.389 -2.979 1.323  0.075
H 5.140 -1.890 1.927  0.071
H 4.687 -3.090 0.723  0.082
H 1.578 2.204 0.630  0.108
H -0.805 2.925 3.130  0.112
H 0.520 2.236 4.030  0.126
H 0.785 3.918 1.453  0.116
H 2.126 3.505 2.516  0.123
H 0.384 5.569 2.635  0.081
H -1.808 -0.661 3.990  0.102
H -0.860 0.724 4.484  0.112
H -2.657 1.996 2.810  0.118
H -2.851 1.739 4.560  0.130
H -4.912 2.068 2.732  0.111
H -5.578 1.179 4.189  0.120
H -6.061 0.645 1.301  0.055
H -7.038 0.255 2.714  0.072
H -5.708 -0.809 2.302  0.066
C -5.452 7.378 0.857  -0.061
C -6.872 7.127 0.395  -0.196
O -7.041 5.766 -0.043  0.033
C -7.226 4.864 0.915  -0.395
O -7.260 5.089 2.088  0.171
C -7.437 3.477 0.294  -0.533
F -6.545 3.218 -0.672  0.166
F -8.654 3.375 -0.259  0.170
F -7.328 2.509 1.203  0.153
H -4.743 7.106 0.074  0.083
H -5.315 8.429 1.112  0.083
H -5.212 6.776 1.733  0.077
H -7.099 7.752 -0.466  0.125
H -7.597 7.368 1.172  0.126
C 8.006 0.509 -2.066  -0.054
C 7.934 -0.180 -3.411  -0.188
O 9.082 0.140 -4.219  0.033
C 10.187 -0.550 -3.960  -0.397
O 10.301 -1.395 -3.122  0.171
C 11.303 -0.134 -4.927  -0.543
F 11.385 1.198 -5.050  0.164
F 11.084 -0.636 -6.151  0.165
F 12.493 -0.571 -4.520  0.172
H 8.132 1.585 -2.192  0.088
H 7.099 0.325 -1.495  0.048
H 8.858 0.153 -1.485  0.085
H 7.065 0.173 -3.963  0.128
H 7.833 -1.260 -3.305  0.126


No. 2
C35H51BClN7O3V as an isolated structure. Source: OMol25; level of theory: wB97M-V/def2-TZVPD.

Computed properties:
⟨S²⟩: 0.876
ΔE to the lowest compared entry with this formula, charge and spin, kcal/mol: 42.56
2S+1: 2
Frontier orbital gap (alpha / beta), hartree: 0.18463 / 0.22209
Total charge: +2
HOMO level (alpha / beta), Eh: -0.48728 / -0.48735

Last column: Mulliken spin population.
Positions of all 99 atoms, in Å:
V -0.210 -0.506 0.300  1.335
C -0.353 -2.126 4.844  -0.001
C 0.291 -1.128 3.954  0.006
C 0.862 0.071 4.260  -0.011
C 1.218 0.706 3.043  -0.025
N 0.909 -0.099 2.030  0.031
N 0.428 -1.260 2.586  -0.044
B -0.066 -3.022 0.419  -0.120
N -1.130 -2.792 -0.619  0.020
N -1.336 -1.507 -1.056  -0.045
C -2.279 -1.555 -2.011  0.016
C -2.676 -2.887 -2.172  0.013
C -1.939 -3.642 -1.284  0.008
C -1.937 -5.112 -1.048  -0.001
C -2.773 -0.386 -2.827  0.000
C -2.499 -0.712 -4.305  -0.001
C -4.284 -0.238 -2.604  0.001
C -2.078 0.925 -2.471  0.015
N 1.333 -2.735 -0.021  0.029
N 1.380 -1.472 -0.569  -0.069
C 2.385 -1.455 -1.454  0.002
C 3.022 -2.701 -1.429  0.001
C 2.325 -3.495 -0.538  0.002
C 2.530 -4.910 -0.133  -0.001
C 2.592 -0.308 -2.403  -0.008
C 4.060 -0.208 -2.819  0.000
C 1.717 -0.614 -3.633  -0.001
C 2.147 1.003 -1.765  -0.008
C 1.912 2.030 2.900  -0.018
C 3.416 1.774 3.105  -0.003
C 1.400 2.992 3.974  0.000
C 1.669 2.629 1.519  0.016
H -0.255 -1.788 5.873  0.000
H 0.103 -3.113 4.764  0.000
H -1.416 -2.208 4.616  -0.001
H 0.999 0.460 5.255  0.000
H 0.113 -3.611 2.583  -0.011
H -3.406 -3.259 -2.871  0.000
H -1.930 -5.641 -2.000  0.001
H -2.835 -5.415 -0.511  0.000
H -1.068 -5.433 -0.473  0.000
H -2.990 -1.635 -4.613  0.000
H -1.429 -0.814 -4.500  0.000
H -2.882 0.095 -4.928  0.000
H -4.824 -1.138 -2.897  0.000
H -4.660 0.589 -3.207  0.000
H -4.510 -0.031 -1.556  0.000
H -0.988 0.840 -2.519  0.000
H -2.362 1.275 -1.482  -0.002
H -2.374 1.688 -3.190  0.000
H 3.881 -2.998 -2.005  0.000
H 3.020 -5.463 -0.931  0.000
H 1.587 -5.404 0.104  0.001
H 3.168 -4.961 0.752  0.000
H 4.388 -1.106 -3.341  0.000
H 4.710 -0.050 -1.957  0.000
H 4.190 0.631 -3.502  0.000
H 2.022 -1.544 -4.111  0.000
H 1.813 0.192 -4.362  0.000
H 0.667 -0.702 -3.347  0.002
H 2.772 1.242 -0.908  0.001
H 1.091 0.981 -1.449  0.024
H 2.229 1.818 -2.483  -0.002
H 3.618 1.370 4.097  0.000
H 3.957 2.715 3.007  0.000
H 3.805 1.076 2.361  0.000
H 1.582 2.622 4.983  0.000
H 0.329 3.164 3.865  -0.001
H 1.918 3.946 3.875  0.000
H 2.074 1.983 0.745  -0.007
H 2.172 3.593 1.445  0.000
H 0.605 2.785 1.330  -0.001
C -2.014 -3.828 2.096  -0.009
C -0.620 -3.319 1.838  0.007
N -0.492 -1.796 1.689  -0.109
H -2.736 -3.378 1.416  0.000
H -2.327 -3.618 3.116  0.000
H -2.027 -4.910 1.963  0.002
C -2.347 4.515 4.099  0.000
C -2.393 3.095 4.593  0.000
C -1.729 2.726 5.759  0.000
C -1.789 1.424 6.224  -0.001
Cl -0.866 0.967 7.621  0.000
C -2.573 0.473 5.589  0.000
C -3.235 0.823 4.424  0.000
C -3.102 2.105 3.914  0.000
O -3.716 2.404 2.701  -0.001
C -2.816 2.388 1.631  -0.005
C -2.408 0.970 1.273  0.003
O -2.984 -0.036 1.549  -0.003
O -1.227 0.940 0.555  -0.027
H -2.330 5.207 4.939  0.000
H -3.214 4.745 3.482  0.000
H -1.448 4.710 3.507  0.000
H -1.161 3.464 6.312  0.000
H -2.674 -0.517 6.013  0.000
H -3.856 0.113 3.898  0.000
H -1.908 2.966 1.837  0.001
H -3.307 2.829 0.759  0.000


No. 3
A 7-piece molecular cluster, C35H51N6O2 overall at a distorted geometry. Source: OMol25; level of theory: wB97M-V/def2-TZVPD.

Computed properties:
Frontier orbital gap, hartree: 0.12785
Total charge: -1
HOMO level, Eh: -0.05475

Last column: Löwdin charge in e.
Positions of all 94 atoms, in Å:
C 3.599 -1.090 0.332  -0.276
C 2.186 -0.475 0.300  -0.394
C 1.752 0.171 1.623  -0.246
C 2.747 1.182 2.167  -0.220
C 2.550 1.297 3.680  -0.226
C 3.504 2.277 4.338  -0.182
C 3.433 2.362 5.876  -0.176
C 2.122 1.898 6.533  -0.169
C 2.201 0.537 7.191  -0.163
O 2.228 -0.544 6.244  -0.022
C 3.429 -1.033 5.939  -0.583
C 3.363 -2.162 4.958  0.039
O 4.464 -0.619 6.345  0.113
H 3.798 -1.383 1.377  -0.066
H 4.302 -0.270 0.131  -0.077
H 1.459 -1.257 0.064  0.049
H 2.165 0.243 -0.516  0.056
H 1.507 -0.577 2.370  0.091
H 0.825 0.730 1.442  0.097
H 3.777 0.895 1.987  0.076
H 2.569 2.175 1.754  0.113
H 1.538 1.661 3.822  0.101
H 2.624 0.290 4.064  0.080
H 3.381 3.245 3.872  0.106
H 4.513 1.963 4.081  0.095
H 3.559 3.406 6.145  0.096
H 4.251 1.845 6.354  0.092
H 1.921 2.579 7.356  0.109
H 1.257 1.958 5.890  0.092
H 2.990 0.495 7.928  0.124
H 1.271 0.419 7.736  0.118
H 3.701 -1.797 3.998  0.083
H 3.992 -2.973 5.289  0.089
H 2.348 -2.515 4.847  0.076
N -3.084 -2.223 -2.255  -0.017
C -2.764 -2.726 -1.020  -0.141
C -1.663 -2.053 -0.566  -0.093
C -1.303 -1.103 -1.560  -0.091
C -2.196 -1.229 -2.588  -0.144
H -3.847 -2.539 -2.822  0.111
H -3.346 -3.517 -0.577  0.101
H -1.165 -2.218 0.375  0.089
H -0.479 -0.409 -1.520  0.085
H -2.275 -0.701 -3.525  0.098
N 6.981 -0.129 3.090  0.018
C 7.090 0.773 2.070  -0.142
C 8.165 0.412 1.302  -0.116
C 8.725 -0.758 1.883  -0.123
C 7.969 -1.068 2.983  -0.148
H 6.279 -0.106 3.808  0.131
H 6.393 1.588 1.978  0.102
H 8.509 0.927 0.421  0.084
H 9.580 -1.311 1.531  0.082
H 8.048 -1.873 3.693  0.100
N -5.169 -1.330 -4.931  0.012
C -5.718 -2.417 -5.554  -0.140
C -6.634 -1.961 -6.464  -0.113
C -6.634 -0.542 -6.387  -0.112
C -5.718 -0.184 -5.434  -0.131
H -4.469 -1.364 -4.214  0.099
H -5.410 -3.417 -5.299  0.106
H -7.236 -2.576 -7.112  0.087
H -7.237 0.137 -6.967  0.067
H -5.412 0.782 -5.072  0.109
N -0.681 -1.122 4.800  0.020
C -1.281 -2.162 4.146  -0.142
C -2.265 -1.644 3.344  -0.121
C -2.253 -0.235 3.520  -0.109
C -1.263 0.055 4.421  -0.145
H 0.079 -1.206 5.455  0.118
H -0.958 -3.176 4.304  0.103
H -2.917 -2.210 2.700  0.084
H -2.893 0.483 3.035  0.088
H -0.922 0.994 4.822  0.098
N -9.144 2.109 -8.728  0.003
C -9.619 0.826 -8.709  -0.151
C -10.978 0.883 -8.555  -0.112
C -11.338 2.256 -8.483  -0.116
C -10.185 2.987 -8.595  -0.146
H -8.179 2.367 -8.825  0.143
H -8.950 -0.012 -8.805  0.101
H -11.641 0.036 -8.501  0.088
H -12.329 2.660 -8.363  0.087
H -10.016 4.050 -8.589  0.103
N 3.394 0.496 -3.253  0.028
C 2.082 0.165 -3.372  -0.156
C 1.498 1.030 -4.261  -0.124
C 2.515 1.921 -4.702  -0.135
C 3.674 1.562 -4.060  -0.154
H 4.050 0.017 -2.651  0.132
H 1.678 -0.659 -2.809  0.099
H 0.462 1.026 -4.559  0.076
H 2.409 2.732 -5.406  0.076
H 4.668 1.974 -4.107  0.097


No. 4
A 8-piece molecular cluster, C35H52BN8O3S overall at a distorted geometry. Source: OMol25; level of theory: wB97M-V/def2-TZVPD.

Computed properties:
Frontier orbital gap, hartree: 0.24148
Total charge: +1
HOMO level, Eh: -0.35418

Last column: Löwdin charge in e.
Positions of all 100 atoms, in Å:
N 2.017 -2.855 3.734  0.226
B 0.802 -3.040 3.067  -0.758
O 0.236 -4.262 2.891  0.142
S -0.226 -1.583 2.367  1.213
C -1.173 -2.251 0.977  -0.312
C -2.407 -1.352 0.802  -0.236
C -3.658 -1.967 1.421  -0.177
C -4.677 -0.906 1.758  -0.236
O -4.066 -0.113 2.784  -0.087
C 0.801 -0.309 1.631  -0.256
C 2.121 -0.832 1.088  -0.401
C 3.352 -0.460 1.797  -0.016
O 2.935 0.086 0.489  -0.063
H 2.749 -3.484 3.429  0.123
H 2.367 -1.910 3.798  0.073
H -0.611 -4.391 3.326  0.125
H -0.547 -2.271 0.092  0.084
H -1.504 -3.241 1.258  0.094
H -2.238 -0.424 1.340  0.068
H -2.552 -1.108 -0.245  0.132
H -4.116 -2.719 0.784  0.130
H -3.380 -2.437 2.365  0.121
H -4.957 -0.304 0.893  0.127
H -5.566 -1.397 2.148  0.127
H -4.709 0.551 3.047  0.083
H 1.004 0.471 2.352  0.115
H 0.265 0.063 0.760  0.114
H 2.116 -1.827 0.649  0.147
H 4.203 -1.118 1.718  0.121
H 3.403 0.442 2.389  0.135
N -2.871 2.216 1.254  -0.001
C -2.528 3.058 2.278  -0.134
C -1.954 4.173 1.729  -0.087
C -1.958 4.005 0.316  -0.111
C -2.524 2.783 0.056  -0.156
H -3.311 1.320 1.371  0.084
H -2.722 2.795 3.304  0.110
H -1.582 5.023 2.276  0.101
H -1.596 4.703 -0.419  0.095
H -2.728 2.279 -0.873  0.114
N 3.012 3.063 -0.286  0.007
C 1.695 3.444 -0.291  -0.147
C 1.657 4.813 -0.262  -0.109
C 3.001 5.274 -0.228  -0.102
C 3.812 4.172 -0.247  -0.132
H 3.336 2.115 -0.318  0.090
H 0.899 2.720 -0.325  0.089
H 0.768 5.419 -0.267  0.080
H 3.332 6.298 -0.201  0.094
H 4.884 4.083 -0.243  0.109
N 0.586 -3.691 -2.168  -0.010
C 1.312 -2.665 -2.718  -0.144
C 1.175 -2.744 -4.076  -0.103
C 0.336 -3.860 -4.356  -0.096
C -0.010 -4.423 -3.160  -0.124
H 0.512 -3.888 -1.189  0.121
H 1.861 -1.972 -2.102  0.096
H 1.626 -2.074 -4.788  0.090
H 0.021 -4.209 -5.325  0.086
H -0.627 -5.275 -2.931  0.111
N -5.547 3.833 0.606  0.017
C -6.282 3.166 1.546  -0.157
C -7.608 3.306 1.227  -0.109
C -7.673 4.093 0.046  -0.105
C -6.385 4.401 -0.309  -0.129
H -4.543 3.899 0.597  0.095
H -5.801 2.657 2.364  0.086
H -8.437 2.898 1.780  0.090
H -8.561 4.398 -0.479  0.092
H -5.998 4.974 -1.134  0.109
N 1.157 -0.191 7.716  0.016
C 1.168 -0.778 6.485  -0.145
C 0.033 -0.375 5.825  -0.121
C -0.686 0.486 6.698  -0.098
C 0.036 0.579 7.855  -0.120
H 1.863 -0.311 8.418  0.152
H 1.973 -1.430 6.193  0.093
H -0.267 -0.657 4.829  0.031
H -1.622 0.978 6.499  0.094
H -0.152 1.125 8.762  0.116
N 1.073 -3.211 -7.800  -0.002
C 0.936 -2.087 -8.570  -0.142
C 0.314 -2.450 -9.733  -0.108
C 0.065 -3.848 -9.662  -0.107
C 0.543 -4.289 -8.459  -0.146
H 1.501 -3.243 -6.895  0.109
H 1.291 -1.131 -8.226  0.103
H 0.066 -1.789 -10.545  0.092
H -0.411 -4.459 -10.411  0.092
H 0.554 -5.270 -8.018  0.104
N 5.903 0.036 -2.691  0.010
C 5.511 0.279 -1.404  -0.150
C 6.630 0.239 -0.614  -0.112
C 7.739 -0.041 -1.459  -0.104
C 7.256 -0.158 -2.734  -0.130
H 5.293 0.005 -3.486  0.144
H 4.482 0.464 -1.162  0.072
H 6.657 0.396 0.452  0.086
H 8.769 -0.139 -1.165  0.094
H 7.760 -0.360 -3.663  0.111


The lowest total charge belongs to which entry? C35H51N6O2